The following is a DFT calculation (ωB97M-V with the def2-TZVPD basis set) of a 11-piece molecular cluster, C40H80O17S2 overall in a non-equilibrium geometry.

```
139
Properties=species:S:1:pos:R:3:lowdin_charge:R:1
O 0.741 -4.637 0.447 -0.2210
S 1.947 -5.242 -0.052 0.7251
O 2.303 -6.573 0.466 -0.2472
O 1.924 -5.428 -1.638 -0.1875
C 3.225 -5.312 -2.151 -0.2012
C 4.041 -4.406 -1.319 -0.2185
O 3.309 -4.246 -0.160 -0.1793
H 3.784 -6.247 -2.202 0.1327
H 3.217 -4.990 -3.193 0.1332
H 4.256 -3.470 -1.836 0.1046
H 5.003 -4.838 -1.041 0.1376
O -4.495 0.925 6.283 -0.2507
S -4.461 -0.483 5.912 0.7037
O -5.471 -1.355 6.476 -0.2360
O -4.729 -0.521 4.307 -0.1996
C -3.565 -1.042 3.644 -0.1531
C -2.324 -0.848 4.589 -0.1683
O -2.956 -1.162 5.793 -0.2143
H -3.707 -2.109 3.470 0.1280
H -3.514 -0.725 2.602 0.0978
H -2.072 0.191 4.802 0.1179
H -1.482 -1.452 4.252 0.1191
C -1.196 -5.009 -2.856 -0.1374
C -0.337 -4.211 -3.834 -0.2145
C -1.275 -3.622 -4.766 -0.2004
O -2.343 -3.169 -3.874 -0.1633
C -2.515 -4.205 -2.847 -0.1480
H -0.897 -5.032 -1.807 0.0894
H -1.226 -6.055 -3.158 0.1143
H 0.465 -4.767 -4.321 0.1126
H 0.300 -3.476 -3.342 0.1074
H -1.671 -4.400 -5.419 0.1235
H -0.889 -2.785 -5.347 0.1236
H -3.348 -4.796 -3.228 0.1156
H -2.743 -3.781 -1.869 0.0896
C -4.010 -1.776 -0.850 -0.2110
C -4.985 -2.879 -0.556 -0.1844
C -6.188 -2.068 -0.326 -0.1967
O -5.730 -0.957 0.502 -0.1372
C -4.443 -0.539 -0.118 -0.1495
H -3.984 -1.595 -1.925 0.1029
H -2.947 -1.877 -0.630 0.0916
H -4.618 -3.446 0.300 0.1211
H -4.995 -3.594 -1.379 0.1097
H -6.991 -2.671 0.098 0.1263
H -6.503 -1.609 -1.263 0.1262
H -3.798 -0.162 0.676 0.0904
H -4.588 0.256 -0.849 0.0973
C 4.351 -0.304 -4.433 -0.2220
C 4.102 0.619 -3.329 -0.1772
C 2.973 -0.132 -2.647 -0.1973
O 3.366 -1.510 -2.717 -0.1434
C 4.299 -1.666 -3.822 -0.1985
H 5.381 -0.268 -4.788 0.1215
H 3.668 -0.187 -5.275 0.1272
H 3.817 1.597 -3.717 0.1144
H 4.936 0.706 -2.634 0.1279
H 2.012 0.166 -3.065 0.1091
H 3.054 0.090 -1.582 0.1154
H 4.020 -2.348 -4.625 0.1219
H 5.316 -1.847 -3.472 0.1199
C -3.906 3.236 2.557 -0.1724
C -3.512 3.300 1.144 -0.1868
C -2.254 4.107 1.322 -0.1814
O -1.984 4.312 2.728 -0.1100
C -2.617 3.303 3.368 -0.2497
H -4.397 2.325 2.900 0.1156
H -4.508 4.103 2.827 0.1270
H -4.192 3.691 0.387 0.1184
H -3.440 2.270 0.794 0.0875
H -2.533 5.048 0.847 0.1210
H -1.353 3.700 0.864 0.1015
H -2.914 3.663 4.353 0.1293
H -2.017 2.400 3.484 0.1141
C 3.604 -1.619 4.712 -0.1819
C 2.666 -0.824 5.461 -0.1915
C 1.491 -0.592 4.547 -0.2043
O 1.944 -0.725 3.212 -0.1448
C 3.005 -1.701 3.280 -0.1597
H 3.618 -2.675 4.981 0.1078
H 4.668 -1.391 4.775 0.1159
H 3.180 0.100 5.727 0.1130
H 2.403 -1.280 6.416 0.1217
H 1.061 0.399 4.691 0.1191
H 0.696 -1.286 4.819 0.1066
H 3.744 -1.546 2.495 0.1156
H 2.598 -2.687 3.054 0.1088
C -1.945 2.423 -3.078 -0.1788
C -1.002 1.423 -3.643 -0.1664
C -1.791 0.104 -3.814 -0.1713
O -2.925 0.309 -2.987 -0.1543
C -3.272 1.718 -2.962 -0.1765
H -1.892 3.426 -3.501 0.1140
H -1.732 2.632 -2.029 0.0944
H -0.017 1.273 -3.201 0.0743
H -0.727 1.818 -4.621 0.1081
H -1.219 -0.716 -3.379 0.1069
H -2.175 -0.111 -4.811 0.1228
H -3.755 1.884 -1.999 0.0897
H -4.095 2.144 -3.536 0.1154
C 2.636 4.913 -2.188 -0.1701
C 1.685 5.984 -2.727 -0.1606
C 0.237 5.640 -2.286 -0.2141
O 0.329 4.282 -2.064 -0.1604
C 1.681 3.744 -1.915 -0.1472
H 3.015 5.339 -1.259 0.0956
H 3.650 4.799 -2.571 0.1110
H 1.612 5.680 -3.771 0.1003
H 2.068 6.992 -2.885 0.1140
H -0.355 5.985 -3.134 0.1204
H -0.017 6.083 -1.323 0.1181
H 1.882 2.970 -2.655 0.0978
H 1.785 3.367 -0.897 0.1086
C -0.076 0.348 -0.335 -0.1470
C 0.480 -1.049 -0.087 -0.1607
C -0.389 -1.490 1.095 -0.1715
O -0.704 -0.271 1.834 -0.1460
C -0.434 0.909 1.067 -0.1485
H -0.998 0.243 -0.906 0.1032
H 0.624 0.976 -0.886 0.0894
H 1.549 -1.014 0.126 0.1053
H 0.289 -1.765 -0.887 0.1072
H 0.187 -2.213 1.673 0.1033
H -1.170 -2.018 0.548 0.0967
H 0.510 1.284 1.462 0.1088
H -1.219 1.651 0.923 0.0885
C 2.619 3.091 2.902 -0.1801
C 3.481 3.759 3.875 -0.1598
C 4.769 2.835 3.891 -0.2131
O 4.497 1.667 3.192 -0.1314
C 3.597 2.145 2.195 -0.2116
H 2.125 3.708 2.151 0.1157
H 1.962 2.449 3.488 0.1078
H 3.143 3.783 4.911 0.1095
H 3.831 4.729 3.522 0.1110
H 4.972 2.651 4.945 0.1147
H 5.622 3.209 3.323 0.1167
H 3.119 1.273 1.750 0.1039
H 4.086 2.650 1.361 0.1147
```

For the highest occupied orbital energy, the calculation gives -9.408 eV. For the electronic energy, the calculation gives -99243.4494 eV. As for the SMILES: O=S1(=O)OCCO1.O=S1(=O)OCCO1.C1CCOC1.C1CCOC1.C1CCOC1.C1CCOC1.C1CCOC1.C1CCOC1.C1CCOC1.C1CCOC1.C1CCOC1. The calculation puts the energy relative to the best compared isomer or geometry (same formula, charge and spin) at 128.8 kcal per mole.

The following is a DFT calculation (ωB97M-V with the def2-TZVPD basis set) of a 9-piece molecular cluster, C40H82B2FN4O18 overall in a non-equilibrium geometry.

```
147
Properties=species:S:1:pos:R:3:lowdin_charge:R:1
C 4.948 -0.195 -2.927 -0.0867
C 4.667 -1.598 -2.392 -0.1232
B 3.329 -1.702 -1.605 -0.4951
O 2.669 -0.735 -0.980 0.2392
N 2.679 -3.075 -1.431 0.1565
N 3.174 -4.021 -0.556 0.1962
C 2.381 -5.092 -0.624 -0.2677
C 2.631 -6.318 0.171 -0.0279
C 3.244 -6.160 1.556 -0.3977
C 4.080 -7.352 1.938 -0.0199
F 2.217 -6.009 2.472 0.0017
N 1.421 -4.900 -1.495 0.2361
C 1.623 -3.674 -1.997 -0.2920
N 0.889 -3.117 -2.968 0.2611
B -0.286 -3.742 -3.595 -0.5512
C -0.609 -3.346 -5.062 0.0298
O -1.044 -4.616 -2.861 0.1360
H 5.381 0.441 -2.166 0.0843
H 4.051 0.262 -3.328 0.0518
H 5.671 -0.245 -3.731 0.0805
H 5.477 -1.953 -1.757 0.1147
H 4.581 -2.293 -3.224 0.1130
H 2.835 0.151 -1.322 0.1219
H 3.981 -3.837 0.012 0.1845
H 3.319 -6.928 -0.410 0.1382
H 1.719 -6.893 0.250 0.1407
H 3.877 -5.277 1.628 0.0999
H 3.625 -8.281 1.612 0.0922
H 4.236 -7.370 3.007 0.0555
H 5.053 -7.276 1.467 0.1005
H 1.151 -2.211 -3.337 0.0977
H -0.301 -4.173 -5.698 0.0797
H -1.663 -3.156 -5.217 0.0752
H -0.034 -2.485 -5.388 0.0530
H -0.791 -5.525 -3.050 0.1208
O 0.301 -1.627 5.551 0.0963
C 0.245 -1.536 4.357 -0.5326
O -0.461 -2.466 3.689 0.0077
C -0.570 -2.500 2.268 -0.2106
C 0.692 -3.145 1.731 -0.0460
C 1.071 -0.509 3.614 0.0305
H -0.755 -1.514 1.841 0.1167
H -1.449 -3.105 2.056 0.1249
H 1.558 -2.531 1.986 0.0719
H 0.660 -3.256 0.646 0.0674
H 0.841 -4.121 2.188 0.0751
H 2.092 -0.880 3.527 0.0952
H 1.077 0.405 4.199 0.0681
H 0.696 -0.253 2.626 0.0789
O 1.638 -0.410 -3.862 0.0495
C 1.441 0.749 -4.177 -0.5140
O 0.842 1.529 -3.298 0.0287
C 0.666 2.953 -3.498 -0.1976
C -0.544 3.236 -4.357 -0.0549
C 1.799 1.260 -5.547 0.0375
H 1.579 3.390 -3.904 0.1158
H 0.550 3.353 -2.496 0.1262
H -0.447 2.816 -5.352 0.0445
H -0.696 4.310 -4.456 0.0874
H -1.436 2.800 -3.908 0.0959
H 0.995 0.987 -6.231 0.1083
H 2.713 0.769 -5.870 0.0949
H 1.950 2.334 -5.593 0.0781
O -4.468 -5.246 -3.547 0.1048
C -4.721 -4.893 -2.428 -0.5239
O -5.956 -4.427 -2.167 0.0030
C -6.403 -4.120 -0.841 -0.2292
C -6.000 -2.726 -0.410 -0.0602
C -3.671 -4.897 -1.338 0.0050
H -6.071 -4.882 -0.136 0.1151
H -7.488 -4.190 -0.889 0.1200
H -4.916 -2.614 -0.368 0.0642
H -6.409 -2.506 0.576 0.0804
H -6.378 -1.991 -1.121 0.0806
H -3.069 -3.999 -1.439 0.0806
H -3.034 -5.760 -1.494 0.0832
H -4.069 -4.955 -0.328 0.0706
O 4.931 -5.023 3.139 0.0482
C 4.424 -4.909 4.227 -0.5119
O 3.692 -3.815 4.471 0.0065
C 2.874 -3.642 5.646 -0.2102
C 3.646 -3.112 6.833 -0.0479
C 4.633 -5.932 5.319 0.0377
H 2.341 -4.564 5.876 0.1257
H 2.127 -2.923 5.339 0.0860
H 4.418 -3.809 7.162 0.0698
H 2.968 -2.930 7.666 0.0898
H 4.139 -2.175 6.572 0.0849
H 5.585 -5.725 5.804 0.1049
H 4.685 -6.914 4.856 0.0762
H 3.848 -5.950 6.070 0.0797
O -1.675 3.198 -7.267 0.0867
C -1.926 4.327 -7.597 -0.5223
O -2.552 5.119 -6.708 -0.0041
C -2.777 6.516 -6.934 -0.2331
C -4.028 6.773 -7.746 -0.0600
C -1.623 4.842 -8.985 0.0184
H -1.894 6.978 -7.377 0.1128
H -2.887 6.937 -5.936 0.1232
H -3.955 6.345 -8.745 0.0700
H -4.200 7.844 -7.845 0.0846
H -4.891 6.324 -7.256 0.0856
H -2.423 4.521 -9.650 0.1000
H -0.694 4.388 -9.317 0.0914
H -1.518 5.921 -9.053 0.0707
O -9.075 -3.498 3.109 0.1058
C -9.840 -2.837 2.466 -0.5309
O -9.950 -3.097 1.146 -0.0137
C -10.934 -2.486 0.306 -0.2366
C -10.495 -1.126 -0.198 -0.0613
C -10.618 -1.690 3.070 0.0136
H -11.899 -2.446 0.812 0.1138
H -11.043 -3.174 -0.530 0.1227
H -10.358 -0.419 0.620 0.0684
H -11.239 -0.718 -0.882 0.0832
H -9.545 -1.211 -0.725 0.0763
H -9.969 -0.816 3.105 0.0962
H -10.884 -1.966 4.086 0.0920
H -11.530 -1.433 2.538 0.0688
O 1.638 4.462 1.591 0.0880
C 1.996 4.451 2.740 -0.5228
O 2.495 3.297 3.227 -0.0112
C 3.115 3.221 4.516 -0.2308
C 2.101 3.032 5.625 -0.0549
C 1.855 5.644 3.649 0.0065
H 3.756 4.087 4.683 0.1144
H 3.767 2.350 4.462 0.1194
H 1.417 3.877 5.695 0.0725
H 2.599 2.916 6.587 0.0861
H 1.499 2.145 5.436 0.0599
H 0.830 5.668 4.022 0.1014
H 2.036 6.540 3.068 0.0830
H 2.541 5.655 4.483 0.0544
O 4.393 7.211 3.973 0.0901
C 4.633 8.353 3.686 -0.5169
O 3.706 9.282 3.975 0.0044
C 3.936 10.688 3.820 -0.2314
C 3.681 11.159 2.404 -0.0623
C 5.897 8.747 2.958 0.0175
H 4.934 10.951 4.170 0.1137
H 3.229 11.154 4.502 0.1240
H 4.363 10.692 1.694 0.0682
H 3.806 12.239 2.338 0.0838
H 2.665 10.905 2.103 0.0840
H 5.751 8.562 1.894 0.0979
H 6.701 8.111 3.315 0.0918
H 6.193 9.783 3.099 0.0703
```

For the highest occupied orbital energy, the calculation gives -11.262 eV. For the electronic energy, the calculation gives -89695.7177 eV. The charge is +1.

The following is a DFT calculation (ωB97M-V with the def2-TZVPD basis set) of a 7-piece molecular cluster, C40H82N7O8P2S overall in a non-equilibrium geometry.

```
140
Properties=species:S:1:pos:R:3:lowdin_charge:R:1
C 1.807 -3.817 -0.575 -0.1044
C 2.842 -2.978 -1.336 -0.2471
C 2.172 -1.825 -2.084 -0.2119
C 2.981 -0.522 -2.026 -0.1546
C 2.199 0.768 -2.411 -0.1190
C 1.114 0.538 -3.402 -0.1339
C 1.406 0.563 -4.766 0.0206
C 0.419 0.350 -5.728 -0.3417
P 0.801 0.437 -7.531 0.9315
C 0.742 -1.284 -8.137 -0.2763
C -0.698 1.254 -8.193 -0.2811
N -0.826 0.095 -5.296 0.0511
C -1.173 0.057 -3.994 -0.2997
P -2.931 -0.384 -3.759 0.4672
S -3.901 -0.367 -5.443 0.2335
C -0.221 0.304 -3.002 -0.1337
C -0.681 0.327 -1.564 -0.1456
C -1.235 1.735 -1.229 -0.1849
C -1.151 2.065 0.248 -0.1786
C -2.074 1.222 1.166 -0.1780
C -3.295 0.601 0.506 -0.2055
C -4.360 1.607 0.075 -0.1779
C -5.715 0.921 -0.172 -0.1579
C -5.863 0.482 -1.608 -0.1925
O -7.255 0.194 -1.873 -0.0249
C -7.434 -0.734 -2.841 -0.5568
C -7.714 -0.227 -4.215 0.0225
O -7.396 -1.895 -2.584 0.1338
H 1.157 -4.341 -1.269 0.0738
H 1.182 -3.149 0.013 0.0668
H 2.268 -4.524 0.104 0.0723
H 3.359 -3.647 -2.018 0.1076
H 3.572 -2.614 -0.617 0.1034
H 1.199 -1.648 -1.638 0.0856
H 2.051 -2.101 -3.129 0.1163
H 3.800 -0.625 -2.732 0.1170
H 3.405 -0.388 -1.038 0.1128
H 1.809 1.236 -1.515 0.1121
H 2.913 1.465 -2.839 0.1247
H 2.413 0.756 -5.101 0.1235
H 0.590 -1.222 -9.211 0.0326
H -0.066 -1.885 -7.732 0.0439
H 1.703 -1.755 -7.974 0.0387
H -0.703 1.183 -9.273 0.0414
H -0.679 2.291 -7.880 0.0417
H -1.637 0.822 -7.840 0.0220
H -1.573 -0.067 -5.981 0.0383
H -2.903 -1.656 -3.166 0.0166
H -3.484 0.464 -2.799 -0.0326
H 0.141 0.153 -0.888 0.1082
H -1.425 -0.460 -1.473 0.0909
H -2.234 1.884 -1.617 0.0798
H -0.603 2.445 -1.764 0.1228
H -1.374 3.117 0.392 0.1127
H -0.121 1.929 0.571 0.1071
H -2.446 1.891 1.938 0.1028
H -1.462 0.484 1.676 0.1081
H -3.040 -0.051 -0.330 0.0844
H -3.764 -0.048 1.240 0.1191
H -4.105 2.111 -0.859 0.0923
H -4.498 2.381 0.822 0.1224
H -6.538 1.582 0.078 0.1272
H -5.818 0.029 0.436 0.1036
H -5.299 -0.435 -1.788 0.1103
H -5.560 1.268 -2.302 0.1201
H -7.332 0.783 -4.331 0.0847
H -7.263 -0.894 -4.935 0.0775
H -8.784 -0.186 -4.385 0.0980
C -0.518 2.877 4.442 -0.0140
C 0.087 3.976 3.599 -0.5608
O -0.596 4.652 2.840 0.0122
N 1.421 4.178 3.706 0.0120
C 2.382 3.468 4.543 -0.0645
H -1.585 2.844 4.248 0.0748
H -0.079 1.914 4.174 0.0811
H -0.359 3.060 5.505 0.0842
H 1.760 4.926 3.122 0.1369
H 2.857 4.168 5.230 0.0904
H 3.155 3.014 3.930 0.0533
H 1.896 2.689 5.119 0.0749
C -9.312 -2.243 2.661 -0.0109
C -8.607 -1.509 1.544 -0.5430
O -8.026 -0.449 1.732 0.0231
N -8.635 -2.069 0.309 0.0198
C -9.265 -3.308 -0.102 -0.0732
H -9.196 -1.670 3.576 0.0809
H -10.375 -2.348 2.444 0.0847
H -8.877 -3.232 2.808 0.0835
H -8.143 -1.535 -0.392 0.0968
H -8.517 -3.989 -0.510 0.0833
H -10.008 -3.111 -0.876 0.0849
H -9.756 -3.789 0.737 0.0703
C 6.215 2.706 2.669 -0.0086
C 6.004 1.714 3.791 -0.5458
O 5.132 1.869 4.635 0.0186
N 6.823 0.637 3.831 0.0191
C 7.907 0.292 2.928 -0.0658
H 5.489 3.507 2.774 0.0735
H 7.216 3.134 2.715 0.0870
H 6.075 2.228 1.698 0.0806
H 6.635 0.018 4.605 0.1212
H 7.714 -0.678 2.467 0.0834
H 8.845 0.228 3.481 0.0896
H 8.011 1.037 2.147 0.0692
C 6.941 -1.104 7.372 -0.0139
C 8.387 -0.954 7.779 -0.5539
O 9.300 -1.375 7.083 0.0156
N 8.642 -0.322 8.952 0.0074
C 7.688 0.234 9.896 -0.0782
H 6.913 -1.630 6.420 0.0732
H 6.379 -1.680 8.105 0.0820
H 6.472 -0.126 7.255 0.0812
H 9.625 -0.249 9.161 0.1377
H 7.874 1.304 10.015 0.0833
H 7.811 -0.253 10.866 0.0838
H 6.667 0.088 9.557 0.0360
C 0.234 -2.824 -13.337 -0.0086
C -0.342 -2.994 -11.952 -0.5585
O 0.169 -3.723 -11.118 0.0256
N -1.475 -2.297 -11.656 -0.0001
C -2.222 -1.390 -12.511 -0.0753
H 1.122 -3.442 -13.417 0.0846
H -0.482 -3.139 -14.095 0.0874
H 0.512 -1.784 -13.516 0.0848
H -1.815 -2.463 -10.723 0.1310
H -2.267 -0.397 -12.060 0.0768
H -3.241 -1.755 -12.645 0.0853
H -1.753 -1.307 -13.485 0.0724
C 2.074 0.087 9.572 -0.0080
C 3.503 0.277 10.022 -0.5338
O 4.446 -0.124 9.356 0.0207
N 3.707 0.913 11.202 0.0138
C 2.717 1.451 12.118 -0.0703
H 2.081 -0.433 8.620 0.0814
H 1.518 -0.510 10.295 0.0859
H 1.579 1.050 9.445 0.0841
H 4.680 1.008 11.445 0.1383
H 2.870 2.524 12.245 0.0848
H 2.809 0.971 13.093 0.0853
H 1.714 1.285 11.742 0.0710
```

For the highest occupied orbital energy, the calculation gives -10.252 eV. For the electronic energy, the calculation gives -99030.7413 eV. The charge is +1.